68
Properties=species:S:1:pos:R:3 method="wB97M-V/def2-TZVPD" total_charge=-1 orbital_gap_ha=0.104 e_lumo_ev=1.4930
O 1.27595 -6.48008 3.02836
B 2.17804 -6.34283 1.82843
O 2.47239 -7.64803 1.13587
C 2.80056 -4.88891 1.39750
C 2.00168 -4.08263 0.22683
O 0.77519 -3.40226 0.60862
C 0.90458 -2.40370 1.65163
I 0.44224 -3.15632 3.69892
C -0.29070 -1.26947 1.36046
O -1.54803 -2.06912 1.18768
C -2.60053 -1.58488 2.09792
P -4.36283 -1.75869 1.29546
O -4.40204 -3.07187 0.15080
Cl -4.80160 0.03205 0.17987
C 2.33961 -1.54304 1.63832
C 2.63952 -0.72353 0.29816
C 4.03096 0.11165 0.15596
C 4.92767 -0.05588 1.50608
C 4.35694 -0.91530 2.73365
N 3.09791 -1.69101 2.91086
P 1.45765 -5.41336 -1.09268
O -0.15174 -6.03851 -0.67752
O 1.11990 -4.40780 -2.51776
H 1.88616 -6.17851 3.78487
H 3.37773 -7.57571 0.67567
H 3.89398 -5.10792 0.97032
H 2.98325 -4.27495 2.39299
H 2.79429 -3.42513 -0.35590
H -0.31297 -0.59365 2.31509
H -0.14494 -0.69985 0.34997
H -2.48723 -0.46422 2.41965
H -2.60089 -2.33397 3.02373
H -5.10517 -3.74940 0.43891
H 1.86557 -0.74068 -0.58817
H 4.39668 0.73167 -0.76799
H 5.98526 0.45794 1.58005
H 5.06596 -0.95137 3.69662
H -0.81560 -5.28854 -0.63540
H 1.30440 -4.93329 -3.35404
C -0.27709 5.30068 -2.97878
C -0.26160 4.54444 -1.63208
C -1.07564 5.33865 -0.57721
C -2.58607 5.34118 -0.78674
C -3.10748 4.10700 -1.51228
C -2.19045 2.86060 -1.41963
N -0.85866 3.22944 -1.93178
O 0.04340 2.17585 -1.91620
C -2.81223 1.79213 -2.35941
C -2.21403 2.30314 0.02187
C 1.20759 4.54424 -1.11924
H 0.32364 4.78039 -3.73182
H 0.13499 6.31189 -2.87367
H -1.28882 5.40157 -3.38209
H -0.87035 4.93086 0.42033
H -0.72784 6.38168 -0.53442
H -3.07563 5.43099 0.19107
H -2.88082 6.23401 -1.35058
H -4.11455 3.87459 -1.14175
H -3.24558 4.37102 -2.56882
H -2.77844 2.11959 -3.40568
H -3.86447 1.61066 -2.10683
H -2.29350 0.82854 -2.29083
H -3.24010 2.04897 0.31872
H -1.83402 3.01283 0.76263
H -1.62290 1.38574 0.11379
H 1.57204 5.57060 -0.98059
H 1.89338 4.06438 -1.82579
H 1.29542 4.03542 -0.15200

***

95
Properties=species:S:1:pos:R:3 method="wB97M-V/def2-TZVPD" total_charge=+2 orbital_gap_ha="0.189 / 0.196" e_lumo_ev="-6.9520 / -6.9537"
W -0.73423 -0.29563 -0.52212
Cl -7.44274 0.09324 -3.65307
C -5.92155 0.28389 -2.87639
C -5.31403 1.54918 -2.85008
C -4.08425 1.71733 -2.25250
C -3.39513 0.62398 -1.71580
O -2.18383 0.76326 -1.19523
C -4.01189 -0.67196 -1.73109
C -3.28632 -1.78650 -1.26486
O -2.03770 -1.73388 -0.91967
C -5.29861 -0.80135 -2.30463
H -5.81168 2.38151 -3.31887
H -3.61064 2.68717 -2.22490
H -3.77318 -2.76505 -1.24341
H -5.76497 -1.77329 -2.33358
N 2.29387 -3.54369 -0.11145
C 1.62861 -4.15926 -1.14554
C 1.91888 -5.31801 -1.85487
C 1.03466 -5.67306 -2.85264
C -0.10971 -4.91106 -3.10683
C -0.40684 -3.76587 -2.39591
C 0.49288 -3.35791 -1.40940
N 0.49909 -2.26994 -0.53488
C 1.59420 -2.43865 0.22510
C 1.82997 -1.57382 1.34450
C 2.84454 -1.58468 2.27081
S 2.53059 -0.44980 3.50606
C 1.07070 -0.02829 2.71573
N 0.83076 -0.66068 1.60357
H 3.13517 -3.87710 0.33099
H 2.78089 -5.92608 -1.62799
H 1.22389 -6.55729 -3.44340
H -0.78210 -5.23882 -3.88503
H -1.31909 -3.22885 -2.59077
H 3.72878 -2.18862 2.29239
H 0.40601 0.70746 3.13113
Br -4.56919 -5.47951 3.49179
C -3.77919 -3.91043 2.77801
C -4.50771 -2.72914 2.72571
C -3.92486 -1.57643 2.24247
C -2.59987 -1.58602 1.79151
C -1.89561 -2.80081 1.80362
C -2.47079 -3.95039 2.30293
N -1.92880 -0.44601 1.34003
C -2.20257 0.73696 1.91239
C -1.54692 1.88664 1.45281
C -1.81226 3.16721 1.99923
C -1.22095 4.27606 1.46527
C -0.37071 4.11919 0.35282
C -0.14508 2.86024 -0.13812
N -0.64847 1.72588 0.40230
H -5.52394 -2.70808 3.08541
H -4.51674 -0.67732 2.18102
H -0.87039 -2.81752 1.44237
H -1.91003 -4.87116 2.34591
H -2.88517 0.79650 2.75254
H -2.50751 3.24006 2.82173
H -1.42975 5.25723 1.85550
H 0.08825 4.97224 -0.11654
H 0.48138 2.72687 -1.01306
C 3.26644 5.18990 2.26828
C 3.33887 3.71985 2.70700
C 4.55277 3.53575 3.63456
C 2.09230 3.38128 3.53072
C 3.48142 2.84747 1.46832
C 4.66975 2.91520 0.72670
C 4.86199 2.13969 -0.39207
C 3.83115 1.31910 -0.82038
S 3.76880 0.38443 -2.28154
C 2.10577 0.03912 -1.94804
N 1.63094 0.49426 -0.78828
C 2.60422 1.25436 -0.13917
C 2.46673 2.01116 1.02743
C 1.23555 -0.52834 -2.94286
C 1.74160 -0.94088 -4.18113
C 0.87365 -1.32290 -5.17956
C -0.49275 -1.28559 -4.93543
C -0.98113 -0.90606 -3.69161
C -0.15476 -0.50948 -2.62595
H 3.21958 5.82725 3.14683
H 2.38478 5.37642 1.65945
H 4.14632 5.46717 1.69631
H 4.36539 4.05222 4.57435
H 5.45686 3.95292 3.20282
H 4.72782 2.48314 3.85114
H 2.04170 4.04460 4.39088
H 2.15152 2.36241 3.91067
H 1.17414 3.50742 2.96085
H 5.44699 3.60453 1.01095
H 5.77857 2.19529 -0.95328
H 1.53211 1.97537 1.55524
H 2.80902 -0.93671 -4.35233
H 1.25300 -1.63637 -6.13908
H -1.17920 -1.55363 -5.72303
H -2.06006 -0.90047 -3.56176

***

50
Properties=species:S:1:pos:R:3 method="wB97M-V/def2-TZVPD" orbital_gap_ha=0.353 e_above_lowest_kcal_mol=65.22 e_lumo_ev=0.4226 smiles="C=C1C[C@]2(C=O)C[C@H]1CC[C@H]2[C@]1(C)CCC[C@@]2(C)C(=O)OC(=O)[C@@H]12"
O 0.29462 -1.07433 -5.32299
O -0.05011 -2.61487 3.54124
O -1.26261 -2.94297 -1.67397
O -0.65268 -2.33205 -3.76809
C 0.16092 -1.39554 -4.13744
C -0.28081 -2.25185 2.38698
C -0.82827 -2.09645 -2.43512
C -2.98336 1.71620 3.78707
C -1.90787 1.01328 3.24699
C 2.63311 0.61933 -1.74253
C -0.43623 2.15048 1.47336
C 0.06749 1.08248 -3.49268
C 2.11393 -0.22937 -2.94144
C -1.88488 -0.40719 2.84271
C 0.40955 0.27719 2.91591
C -1.06431 1.16496 0.51985
C 1.41363 -1.84241 -0.20068
C 1.66381 0.59732 -0.52861
C -0.50052 1.57142 2.92673
C 0.52776 -0.25390 -3.06549
C -0.50551 -0.71105 2.20639
C -0.20397 -0.74470 -1.85855
C -0.52447 -0.31006 0.57249
C 0.59253 -0.59525 -0.46071
H -0.84088 -2.84882 1.71887
H -3.94070 1.14935 3.70796
H -2.90824 2.77852 3.97555
H 3.55117 0.10995 -1.42390
H 2.86360 1.62608 -2.18028
H 0.58250 2.29176 1.27057
H -0.85939 3.17943 1.47724
H -1.07345 0.96615 -3.65134
H 0.47989 1.17339 -4.46479
H 0.26697 2.00093 -2.90452
H 2.57106 -1.19752 -2.86401
H 2.56022 0.21690 -3.93873
H -2.69930 -0.82948 2.32787
H -1.93454 -0.94603 3.86468
H 1.53288 0.37978 2.69142
H 0.59013 -0.01469 3.97542
H -0.92009 1.56307 -0.52208
H -2.16230 1.08321 0.83846
H 2.22468 -1.59189 0.45842
H 0.80771 -2.70182 0.17801
H 1.91010 -2.22679 -1.10509
H 2.16815 0.61183 0.39548
H 1.19188 1.58266 -0.71127
H -0.25397 2.29983 3.67365
H -1.08503 -0.11645 -1.77972
H -1.41482 -0.93002 0.20071

***

Short version: molecular weight = 653.6; 1068.2; 330.4 g mol⁻¹, in the order given.